Entry 1:
Density functional theory data (ωB97M-V/def2-TZVPD) for a 3-piece molecular cluster, ClH2N3O2 overall.

- HOMO-LUMO gap: 4.7 eV
- E_HOMO: 0.57 eV
- Net charge: -2
- Spin multiplicity: 1

Last column: Löwdin charge in e.
Geometry (Å):
O (0.35, 2.63, -0.39)  0.038
H (1.25, -1.45, 0.64)  0.041
O (3.26, -1.29, 0.05)  -0.643
N (-0.04, 0.70, 0.79)  0.238
H (1.73, -0.39, -0.76)  -0.039
N (0.07, 1.60, 0.11)  -0.294
Cl (-8.52, -0.49, -0.13)  -1.000
N (1.89, -1.31, -0.32)  -0.341

***

Entry 2:
Density functional theory data (ωB97M-V/def2-TZVPD) for a 3-piece molecular cluster, C3H10NO overall.

- HOMO-LUMO gap (spin up / spin down): 8.7 / 7.7 eV
- E_HOMO (spin up / spin down): -20.00 / -19.99 eV
- Net charge: +2
- Spin multiplicity: 2

Last column: Löwdin charge in e.
Geometry (Å):
C (-1.85, 0.29, -0.62)  -0.137
N (3.89, 0.12, -0.29)  0.475
C (-1.37, 0.93, 0.56)  0.198
H (3.98, 1.16, -0.66)  0.225
H (-3.33, -1.00, -1.60)  0.147
H (-1.90, 0.39, 1.35)  0.112
H (-0.10, -0.25, 0.58)  -0.031
O (0.80, -0.63, 0.41)  -0.111
H (2.94, -0.25, -0.07)  0.096
H (-1.34, 0.66, -1.50)  0.131
H (4.63, -0.26, 0.30)  0.148
C (-2.84, -0.66, -0.65)  0.294
H (1.01, -1.41, 1.15)  0.185
H (-1.30, 2.02, 0.76)  0.152
H (-3.20, -1.11, 0.27)  0.115

***

Entry 3:
Density functional theory data (ωB97M-V/def2-TZVPD) for C20H15BrN8O3PdSe as an isolated structure.

- HOMO-LUMO gap: 6.8 eV
- E_HOMO: -7.48 eV
- Spin multiplicity: 1

Last column: Löwdin charge in e.
Geometry (Å):
N (0.02, 2.84, 0.84)  -0.055
H (3.31, 2.71, -4.93)  0.158
C (0.17, -5.00, -1.81)  -0.493
H (-2.02, -1.12, -0.30)  0.112
C (0.11, -0.08, 3.84)  -0.169
C (1.55, -0.87, 5.61)  -0.081
Pd (-0.01, 1.03, -0.05)  0.993
H (1.89, -0.71, -1.47)  0.102
H (1.05, -0.20, 7.59)  0.103
C (1.06, -1.39, -1.36)  -0.083
H (-0.87, 1.16, 6.83)  0.095
C (0.80, -0.17, 6.54)  -0.085
Se (-0.75, 5.52, -0.08)  0.488
N (-2.69, 2.88, -3.57)  0.108
N (-0.75, -5.83, -1.27)  0.178
N (1.90, 1.81, -2.26)  0.122
H (-4.16, 2.79, -2.11)  0.117
H (-1.35, -5.54, -0.52)  0.096
O (0.77, 0.16, 1.58)  -0.164
H (-0.63, -6.82, -1.43)  0.117
N (1.37, 2.57, -4.31)  0.122
H (-1.03, 2.93, -4.79)  0.116
N (-0.96, 1.94, -1.61)  -0.014
C (-0.28, 0.59, 6.12)  -0.133
C (1.22, -0.81, 4.27)  -0.027
H (-2.60, 1.95, -0.35)  0.120
C (-1.40, 2.70, -3.80)  -0.056
C (-1.13, -2.96, -1.00)  0.013
O (1.05, -5.38, -2.56)  0.076
H (2.41, -1.45, 5.93)  0.102
H (2.06, -3.15, -2.05)  0.126
C (0.03, -3.54, -1.48)  -0.114
H (4.01, 1.84, -2.61)  0.129
H (1.81, -1.33, 3.53)  0.117
O (-1.38, -0.28, 2.00)  -0.028
C (3.00, 2.00, -2.95)  -0.143
C (1.14, -2.73, -1.67)  0.024
C (-0.63, 0.63, 4.78)  -0.601
C (-2.26, 2.16, -1.35)  -0.098
N (2.70, 2.45, -4.18)  0.029
H (-2.04, -3.52, -0.85)  0.117
C (-3.11, 2.62, -2.33)  -0.092
C (0.93, 2.18, -3.13)  -0.310
C (-0.28, 3.92, 0.49)  -0.971
C (-1.15, -1.61, -0.71)  -0.090
N (-0.07, -0.83, -0.90)  -0.057
C (-0.51, 2.25, -2.83)  -0.166
Br (-2.08, 1.74, 4.29)  0.792
C (-0.23, -0.09, 2.38)  -0.641

***

Entry 4:
Density functional theory data (ωB97M-V/def2-TZVPD) for C37H36N2O8TeV as an isolated structure.

- HOMO-LUMO gap (spin up / spin down): 7.1 / 6.9 eV
- E_HOMO (spin up / spin down): -4.98 / -4.82 eV
- Net charge: -1
- Spin multiplicity: 3

Last column: Löwdin charge in e.
Geometry (Å):
H (0.01, -1.27, -3.31)  0.130
H (1.86, -2.35, -2.23)  0.115
H (-2.33, -1.12, 0.16)  0.095
C (1.84, -1.22, 3.56)  -0.011
O (-2.71, 1.10, -2.91)  0.053
C (-1.85, -0.23, 5.81)  -0.269
C (2.65, -3.75, 2.77)  -0.067
H (0.05, 2.94, 5.38)  0.119
H (0.36, -3.27, -2.13)  0.112
H (-2.50, 1.78, 6.18)  0.125
C (0.88, -2.38, -1.75)  -0.250
C (-3.32, -2.69, 1.23)  -0.492
C (-2.34, -1.53, 1.17)  -0.292
C (-1.26, 0.72, 3.19)  -0.281
C (0.03, -1.20, -2.21)  -0.138
H (-1.07, -2.09, 5.09)  0.128
H (4.55, -3.24, 3.62)  0.097
C (0.95, -2.05, 2.89)  -0.147
H (-2.97, -1.46, 7.19)  0.075
C (2.47, 0.15, -0.41)  -0.600
C (-1.70, -5.09, 2.98)  -0.145
H (2.97, -4.74, 2.45)  0.101
C (-2.20, 2.97, 3.83)  -0.305
H (-2.22, 7.33, 5.41)  0.099
H (0.98, -7.58, 1.77)  0.101
C (-1.72, 6.37, 5.40)  -0.081
H (0.10, 2.09, -2.55)  0.111
H (0.67, -3.96, 1.97)  0.089
C (-1.82, 1.57, 4.16)  -0.080
C (1.36, -3.32, 2.50)  -0.027
C (-0.44, 3.90, 5.39)  -0.023
O (1.12, -2.47, -0.37)  -0.063
H (-0.30, 0.81, -3.73)  0.126
C (-0.32, 1.09, -2.67)  -0.100
H (1.02, 4.82, 6.66)  0.100
C (-1.57, -5.34, 1.62)  -0.585
H (-2.44, -4.39, 3.34)  0.085
C (-1.03, -0.62, 3.56)  -0.107
C (0.30, 2.98, -0.03)  -0.393
C (3.54, -2.91, 3.43)  -0.085
N (-0.98, -1.95, 1.50)  0.089
O (-2.95, 3.23, 2.92)  0.115
C (1.90, 0.37, -1.82)  -0.080
H (-0.06, 5.06, 0.45)  0.068
C (-0.55, 6.19, 6.12)  -0.093
C (-0.60, -6.25, 1.20)  -0.173
H (-0.13, 7.01, 6.69)  0.098
H (0.13, 3.96, 1.85)  0.072
C (-0.29, 4.07, 0.85)  -0.069
C (0.09, 4.96, 6.11)  -0.079
C (-2.09, 1.09, 5.45)  0.004
H (2.10, 1.41, -2.05)  0.122
C (-1.31, -1.06, 4.84)  0.020
C (0.09, -6.63, 3.47)  -0.101
H (3.84, -0.98, 4.31)  0.101
C (-1.62, 4.08, 4.67)  -0.148
O (-0.89, 1.18, 2.03)  -0.154
H (-3.15, 5.44, 4.08)  0.117
H (0.29, -2.43, 0.14)  0.038
H (-2.45, 0.09, 7.85)  0.070
H (1.53, -0.22, 3.85)  0.123
O (1.59, 0.36, 0.54)  -0.136
C (-0.42, -1.56, 2.57)  -0.191
C (-0.88, -5.73, 3.90)  -0.092
H (2.44, -0.26, -2.53)  0.126
O (-1.82, 1.06, -0.86)  -0.140
Te (-2.76, -4.43, 0.15)  1.271
C (-1.76, 1.09, -2.16)  -0.614
H (-0.98, -5.50, 4.95)  0.102
H (-1.37, 3.93, 0.96)  0.063
H (0.74, -7.11, 4.19)  0.099
C (-2.25, 5.32, 4.67)  -0.017
H (-0.46, -6.44, 0.14)  0.090
C (3.14, -1.64, 3.82)  -0.070
V (-0.21, 0.98, 0.27)  0.982
H (-2.72, -0.73, 1.82)  0.120
O (3.64, -0.12, -0.24)  0.060
H (-1.29, -1.22, 7.64)  0.075
N (0.45, 0.16, -1.84)  -0.187
H (-3.52, -2.99, 2.26)  0.036
H (-1.00, -1.33, -1.88)  0.121
C (0.22, -6.89, 2.11)  -0.099
O (1.07, 3.31, -0.92)  -0.046
H (-4.28, -2.39, 0.80)  0.045
C (-2.16, -0.73, 7.19)  -0.062

***

Entry 5:
Density functional theory data (ωB97M-V/def2-TZVPD) for a 2-piece molecular cluster, C4H9NO overall.

- HOMO-LUMO gap: 9.0 eV
- E_HOMO: -8.05 eV
- Spin multiplicity: 1

Last column: Löwdin charge in e.
Geometry (Å):
C (-0.29, 0.07, -1.07)  -0.329
C (-0.41, 1.20, -0.26)  -0.041
H (1.07, -1.41, -1.91)  0.068
H (1.65, 0.26, -2.06)  0.069
H (-0.93, -0.80, -0.07)  0.085
H (1.69, -0.55, -0.49)  0.070
N (-0.34, 0.59, 1.67)  0.067
H (-1.10, -0.10, -1.79)  0.113
O (-1.22, -1.34, 0.91)  -0.025
H (0.45, 1.84, -0.05)  0.089
H (-0.12, -1.28, 2.62)  0.128
C (1.10, -0.43, -1.41)  -0.116
H (0.36, 0.94, 2.31)  0.083
H (-1.37, 1.70, -0.18)  0.093
C (-0.54, -0.69, 1.79)  -0.355

***

Entry 6:
Density functional theory data (ωB97M-V/def2-TZVPD) for a 4-piece molecular cluster, C19H39BNO6 overall.

- HOMO-LUMO gap: 6.4 eV
- E_HOMO: -4.50 eV
- Net charge: -1
- Spin multiplicity: 1

Last column: Löwdin charge in e.
Geometry (Å):
H (-3.19, -2.84, -3.67)  0.065
H (4.86, 4.70, 1.87)  0.079
B (0.15, 3.66, 2.81)  -0.501
O (-2.01, 2.33, -0.07)  0.085
C (3.50, -0.54, 2.55)  -0.078
H (-0.72, 4.01, 2.02)  0.046
N (3.69, 1.88, 2.06)  -0.100
H (-4.72, -2.41, -2.87)  0.086
H (-0.93, -5.26, 1.42)  0.078
H (4.20, 0.36, 0.75)  0.105
H (-1.03, -5.45, 3.18)  0.075
H (-0.39, -3.56, -8.14)  0.084
H (-2.10, -2.27, 1.36)  0.093
H (5.73, 3.35, 2.63)  0.069
H (2.03, 1.59, 3.25)  0.096
C (2.51, 2.44, 2.78)  -0.199
H (-2.57, 2.72, 2.39)  0.111
H (-1.75, 0.91, 4.17)  0.091
H (-4.51, 0.07, -3.85)  0.087
H (4.32, -1.21, 2.35)  0.056
H (1.22, 2.61, 1.09)  0.083
H (-1.39, -0.07, -0.07)  0.052
H (-0.50, 0.57, 3.01)  0.087
C (-1.20, -2.38, -6.54)  -0.496
C (-1.19, 1.35, 3.34)  -0.228
H (-0.62, -2.78, 0.50)  0.092
H (-1.99, -2.87, -8.46)  0.080
C (-3.13, -0.99, -2.60)  -0.476
C (-1.74, 1.57, 0.84)  -0.485
H (-0.21, -1.88, -4.71)  0.082
H (-2.98, -0.38, -4.64)  0.063
O (4.04, 2.79, -0.06)  0.058
H (0.41, 2.15, 4.53)  0.066
H (0.72, -2.94, -5.78)  0.087
H (2.85, 3.07, 3.60)  0.120
O (-2.29, -2.37, -6.03)  0.055
H (3.64, -0.11, 3.53)  0.067
H (0.43, 4.68, 3.46)  0.039
C (3.42, 0.57, 1.48)  -0.236
C (0.05, -2.08, -5.75)  -0.013
C (-1.31, -4.82, 2.34)  -0.035
O (-0.96, 0.45, 0.62)  0.021
H (-3.35, -3.00, -1.91)  0.077
C (4.29, 2.76, 1.14)  -0.495
H (2.47, 0.52, 0.93)  0.112
C (1.50, 3.21, 1.96)  -0.208
C (-1.02, -2.42, 1.45)  -0.021
C (-3.43, -0.02, -3.71)  -0.008
H (-0.55, -1.83, -8.51)  0.085
H (-2.40, -4.76, 2.28)  0.079
C (-2.21, 1.71, 2.26)  -0.126
H (0.56, -1.21, -6.16)  0.090
H (1.94, 4.12, 1.54)  0.077
C (-1.02, -2.68, -8.01)  -0.024
C (-0.73, -3.43, 2.53)  -0.501
O (-2.52, -0.65, -1.62)  0.072
H (-3.08, 1.06, 2.33)  0.116
C (-3.63, -2.41, -2.77)  -0.014
C (-0.39, 2.54, 3.89)  -0.230
H (6.10, 3.82, 0.97)  0.070
H (-0.56, -1.47, 1.70)  0.057
C (5.31, 3.73, 1.71)  -0.005
H (-3.03, 0.95, -3.46)  0.090
O (-0.07, -3.16, 3.50)  0.072
H (2.58, -1.12, 2.55)  0.057
H (-1.06, 3.07, 4.58)  0.068